Here is a 2-piece molecular cluster, C5H13NO overall from the OMol25 dataset. Energies are from wB97M-V/def2-TZVPD.

XYZ file:
```
20
Properties=species:S:1:pos:R:3:forces:R:3
C 1.830238 0.742404 1.708794 0.0 0.4 0.2
C 1.073521 1.365258 0.563162 0.0 -0.3 -1.3
C -0.362262 1.810258 0.695896 -0.4 0.5 0.1
N -0.884365 2.259080 -0.495005 -0.1 0.0 -0.4
O -1.018042 1.881610 1.716660 0.4 -0.3 0.0
H 1.277506 -0.088909 2.134017 -0.1 -0.1 0.1
H 2.050425 1.461098 2.495069 -0.2 0.0 0.1
H 2.789241 0.368216 1.356981 0.0 -0.1 -0.1
H 1.567902 2.198216 0.064618 0.4 0.4 0.5
H 1.069904 0.668456 -0.281056 -0.1 -0.3 0.1
H -1.821867 2.624606 -0.491776 0.0 -0.1 0.1
H -0.464031 2.110878 -1.405148 0.0 0.0 0.5
C -0.489689 -1.713218 -1.492164 -0.3 -0.5 0.7
C -1.291413 -2.643322 -0.562305 0.2 0.2 -0.4
H -1.076405 -1.369361 -2.340807 0.0 0.1 0.0
H -0.190329 -0.882911 -0.857274 0.1 0.3 -0.4
H 0.400939 -2.213830 -1.864118 0.1 0.0 -0.1
H -2.148450 -2.111628 -0.154739 -0.1 0.0 0.0
H -1.650208 -3.539786 -1.071787 0.1 0.0 0.1
H -0.662621 -2.927118 0.280988 0.0 -0.2 0.0
```
Forces are in eV/Å.

Summary:
maximum force: 1.38 eV Å⁻¹
total energy: -8933.8199 eV
E_LUMO: 0.0311 Ha
energy relative to the best compared isomer or geometry (same formula, charge and spin): 4.40 kcal/mol
structure (SMILES): CCC(N)=O.CC
molecular weight: 103.2 g/mol
net charge: 0
gap between HOMO and LUMO: 10.67 eV